# 1
{"formula": "C25H47Br2CoNO3Si2", "method": "ωB97M-V/def2-TZVPD", "symbols": ["N", "C", "H", "H", "O", "H", "H", "H", "H", "H", "H", "H", "C", "H", "H", "C", "H", "C", "H", "H", "H", "H", "H", "H", "O", "C", "H", "H", "H", "C", "H", "C", "H", "H", "C", "C", "H", "H", "H", "C", "Co", "H", "O", "C", "C", "H", "C", "H", "H", "C", "H", "C", "H", "C", "C", "C", "H", "H", "C", "H", "H", "C", "H", "C", "Si", "Si", "H", "H", "Br", "C", "Br", "H", "H", "C", "H", "H", "C", "H", "H", "H", "C"], "positions_angstrom": [[1.82383, -2.61682, 0.19222], [-1.30849, 4.19890, 2.04198], [1.60427, -4.26454, -3.92586], [2.03446, -0.29390, -5.27832], [-0.48160, 3.03132, 2.27042], [-0.65613, 5.07988, 1.87636], [1.49216, 4.39906, 0.99488], [0.57111, 0.40914, -2.75249], [-3.94258, 1.00411, 3.49500], [2.41493, 1.05088, -2.41938], [-0.47902, 3.03384, -2.41218], [4.73514, -4.09792, 1.02802], [2.27889, -1.25285, -4.80268], [-1.75070, 4.64705, 4.10067], [0.55315, -4.05614, -2.51741], [-3.64198, 0.14193, -0.38856], [1.15693, 0.58293, 0.84761], [2.18601, 3.82101, 0.37034], [-1.22364, -1.29781, -5.08025], [-2.76888, -0.40832, 1.72147], [-1.22968, 0.35269, 2.20244], [0.58296, 4.25368, 3.58762], [-2.05696, 1.57453, -0.66574], [-1.84298, 3.99205, 1.10350], [-2.57440, 1.65207, 1.32539], [1.35404, -3.57993, -3.10153], [-0.91586, 3.76371, -0.86009], [3.15518, -1.10935, -4.15506], [-0.34038, -2.58247, -5.93315], [0.42423, 1.19151, 0.29208], [-4.45817, -0.07001, 0.31267], [-2.95899, 1.45439, -0.03980], [-3.62683, 2.30135, -0.27409], [1.04453, 2.43305, 5.21137], [2.57760, 2.02948, -1.95898], [0.30319, -0.63687, -2.53793], [-0.26894, 1.71032, 1.07029], [2.55238, -1.96641, -5.59123], [2.24735, -3.48832, -2.46883], [1.46538, -4.97934, 0.77220], [0.98179, -1.21557, -0.73628], [-1.32917, -2.98120, -4.51288], [-0.65387, -2.23971, -0.37358], [-2.87316, 0.75801, 3.52996], [-0.80797, -5.80273, 0.30276], [-2.93583, -0.69875, -0.40670], [3.15102, -2.77600, 0.43583], [3.56129, 2.00411, -1.46683], [-2.89478, 5.30562, 2.91052], [-0.65507, -2.22696, -4.94101], [0.31892, 4.52768, -1.87475], [-0.36818, -3.42743, 0.04862], [2.91898, 3.34291, 1.02944], [-0.08236, 3.56107, -1.53924], [3.66565, -4.01154, 0.85935], [0.98258, -3.68224, 0.45055], [2.71791, 4.52827, -0.28444], [-2.32866, 1.57025, 4.02247], [0.51174, -6.04205, 0.68136], [3.21543, -6.06662, 1.36246], [-4.06552, 0.23115, -1.39389], [2.83933, -5.10400, 1.03754], [-2.93257, 3.57809, 3.28483], [-2.32175, 0.50353, 2.15049], [1.28093, 2.57129, -0.70597], [0.82481, -1.92045, -3.81869], [0.11319, 1.28154, 4.24311], [2.62859, 2.77744, -2.76712], [1.10106, -7.83579, 0.97675], [0.21519, 2.33957, 4.50571], [-2.97663, -4.19701, -0.76137], [3.77005, -1.89273, 0.29228], [-2.75476, -0.14635, 4.13789], [0.50985, 3.19375, 3.29621], [-1.51229, -6.62258, 0.25336], [-0.26772, 0.60580, -0.34072], [-1.26274, -4.53383, -0.04758], [1.46819, 2.89417, 2.84906], [-0.80589, -0.66833, -2.51163], [-0.70076, 2.66597, 5.00644], [-2.27831, 4.44382, 3.16273]], "forces_ev_per_angstrom": [[2.04, -2.37, 2.19], [0.58, -0.39, -0.40], [-0.05, 0.17, 0.20], [0.06, -0.20, 0.13], [-0.09, 1.20, 0.71], [-0.19, -0.33, 0.07], [0.17, -0.15, -0.16], [0.06, -0.52, -0.27], [0.26, -0.03, -0.04], [0.05, 0.18, 0.00], [-0.05, 0.09, 0.00], [-0.20, 0.01, 0.04], [0.03, -0.17, -0.01], [-0.17, 0.02, -0.08], [0.12, 0.04, -0.09], [-0.01, 0.01, 0.01], [-0.06, -0.23, 0.11], [-0.08, -0.08, 0.21], [0.12, -0.21, 0.01], [0.14, 0.35, 0.14], [-0.26, -0.10, 0.04], [0.06, -0.24, -0.13], [-0.32, -0.02, 0.02], [0.18, 0.06, 0.37], [-0.60, -0.83, 0.03], [0.03, -0.19, 0.19], [0.13, -0.04, -0.05], [-0.12, 0.03, -0.17], [-0.11, 0.03, 0.23], [-0.58, 0.71, 0.48], [0.11, -0.04, -0.18], [0.27, 0.34, -0.10], [0.21, -0.32, 0.09], [-0.06, -0.04, 0.05], [0.19, -0.20, 0.00], [0.01, -0.26, 0.13], [1.38, -0.90, -1.26], [0.04, 0.17, 0.11], [-0.08, -0.09, -0.09], [-0.42, 1.15, -0.22], [-1.28, 2.79, -1.63], [0.06, 0.16, -0.08], [-0.38, -2.57, 1.25], [-0.10, -0.04, 0.33], [-0.20, -0.15, 0.00], [-0.20, 0.13, 0.07], [-1.48, -0.45, -0.07], [-0.17, 0.05, -0.14], [-0.04, 0.10, 0.12], [0.06, -0.11, -0.16], [-0.09, -0.22, 0.01], [-1.09, 1.90, -1.17], [0.02, 0.15, -0.06], [0.06, -0.12, -0.19], [0.20, 0.18, 0.15], [1.89, -0.06, -0.77], [-0.10, -0.23, 0.15], [-0.24, -0.18, -0.14], [-0.09, -0.61, 0.19], [0.17, 0.11, -0.12], [0.03, 0.00, 0.12], [-0.05, 0.22, -0.14], [0.08, 0.12, 0.03], [0.10, 0.19, -0.54], [-0.34, 0.68, 0.05], [-0.24, 0.90, -0.46], [-0.01, 0.15, -0.04], [0.02, -0.22, 0.25], [-0.45, 0.95, -0.09], [0.01, -0.02, 0.25], [0.71, -0.32, 0.43], [-0.02, -0.29, -0.10], [0.00, 0.12, -0.01], [-0.13, 0.06, -0.45], [0.13, -0.09, -0.08], [0.32, -0.03, 0.10], [-0.24, 0.13, 0.07], [-0.12, 0.12, 0.15], [0.40, -0.02, 0.30], [0.13, -0.08, -0.03], [-0.12, -0.02, 0.13]], "total_charge": 1, "spin_multiplicity": 5, "homo_lumo_gap_ev": [6.23, 5.05], "homo_ev": [-10.83, -11.46], "s2": 6.06}

---

# 2
{"formula": "C25H47N2O15PS", "method": "ωB97M-V/def2-TZVPD", "symbols": ["O", "H", "C", "H", "H", "H", "H", "H", "C", "C", "H", "C", "C", "C", "O", "H", "P", "H", "H", "H", "C", "H", "C", "H", "C", "H", "H", "H", "H", "C", "C", "O", "H", "O", "H", "H", "H", "O", "H", "H", "H", "C", "C", "C", "H", "S", "O", "H", "O", "O", "C", "C", "C", "H", "C", "C", "C", "O", "C", "H", "H", "H", "C", "H", "H", "C", "H", "H", "O", "H", "O", "H", "H", "H", "O", "H", "H", "C", "H", "N", "O", "H", "H", "O", "N", "H", "O", "H", "H", "C", "H"], "positions_angstrom": [[4.05775, -2.57301, 2.00343], [-6.63022, -7.90381, 9.61051], [-3.75755, -7.04633, 6.33326], [-3.82765, -8.16137, 6.54369], [0.02048, 0.40487, 4.56841], [-1.03833, 2.73623, -6.73032], [2.31062, -1.16553, 0.76692], [-3.23897, -3.12548, 5.90634], [-4.44382, -4.89548, 5.20446], [2.68752, 7.15182, -6.65174], [6.88803, -0.83402, -0.58378], [5.94094, -0.49032, -0.16161], [-0.23856, 4.21132, -3.91348], [-2.71777, -6.20302, 7.02520], [-5.68751, -5.07376, 8.12811], [-3.70191, 1.15878, -2.65848], [-6.96372, -6.20632, 8.28124], [0.01274, -4.17883, 2.54584], [-0.13179, 4.22815, -6.61206], [-0.98530, -1.36724, 1.77093], [-4.72196, -6.39215, 5.33987], [6.47118, 1.59737, -0.29231], [-3.35931, -4.26231, 6.04072], [0.73005, -1.36532, -2.77917], [5.37171, 7.25859, -7.73976], [1.84151, 2.85862, -5.69765], [0.85979, 1.41294, -5.84212], [4.65194, 7.27324, -8.56252], [-2.07236, 2.09121, -1.03428], [-0.26753, -0.64245, -1.05715], [-1.83277, 1.17786, -1.58204], [-1.64131, -1.28352, 5.54545], [-1.21436, 1.48162, -2.43009], [5.56834, -1.45850, 0.82775], [2.58550, 7.86277, -5.83041], [-5.05339, -4.26693, 4.47998], [6.88936, 0.82765, 1.25437], [-6.87512, -7.47724, 7.12828], [6.31356, 6.90086, -8.16131], [-5.11194, -5.18827, 8.92610], [3.14048, 0.06827, 1.74636], [6.14155, 0.87752, 0.46006], [-3.12086, 0.50213, -2.00794], [4.31042, -1.64374, 1.27352], [0.89245, 5.99823, -3.81595], [-7.19033, -6.96242, 5.55086], [3.47276, 5.21006, -5.55437], [6.33844, 8.57508, -6.33492], [-1.08872, 0.34707, -0.67525], [4.98942, 6.30060, -6.74171], [-0.24340, 3.23429, -6.17041], [5.58965, 8.62819, -7.12797], [0.17541, -3.18367, 2.12530], [5.22265, -0.47820, -0.98576], [3.73403, 6.13281, -6.29266], [1.02363, 2.40756, -6.26310], [-0.28828, -1.09881, -2.48908], [-8.47955, -5.43989, 8.34116], [-1.10162, -1.38777, 4.46732], [0.98900, -2.73057, 2.69507], [0.99817, -1.08221, 4.60512], [5.92608, 9.33864, -7.88587], [3.25292, -0.63580, 0.92000], [1.86223, 4.50695, -3.78149], [4.67641, 9.01689, -6.67332], [0.13534, -0.59594, 4.14731], [-0.92820, -1.97844, -2.57362], [-2.92971, -0.43074, -2.54245], [-5.74119, -7.10713, 4.63736], [-1.88487, -2.86223, 1.64701], [-0.70420, 3.32516, -4.81481], [-8.40809, -4.50744, 8.01111], [5.22285, 1.25200, 0.91536], [-0.61889, -0.33858, -3.19321], [0.42899, -1.20253, -0.23933], [0.49798, -3.28593, 1.08819], [-3.72305, 0.24617, -1.13335], [-1.09483, -2.36062, 2.21145], [0.31477, -0.46229, 3.08249], [-6.75440, -6.88832, 9.72594], [-0.77638, 4.31739, -2.83524], [1.34026, 2.30427, -7.30315], [1.73831, 6.63308, -6.79841], [-1.56036, -2.27305, 3.56751], [-2.44784, -4.81429, 6.97141], [-2.00991, -6.77804, 7.72679], [-7.52469, -5.49039, 5.51641], [1.17845, 5.12804, -5.29805], [3.44911, -0.08944, -0.00014], [1.00127, 4.99626, -4.23656], [2.88844, 7.68914, -7.57561]], "forces_ev_per_angstrom": [[0.50, 0.40, -0.45], [-0.04, 0.55, 0.27], [-0.55, 2.39, -1.09], [0.22, 1.72, -0.26], [0.04, -0.22, 0.19], [-0.08, 0.08, 0.28], [0.20, 0.12, 0.27], [-0.16, -1.93, 0.14], [0.76, -2.43, 1.29], [-0.31, -0.02, -0.56], [-0.13, -0.19, 0.18], [-0.06, 0.23, 0.08], [0.29, 0.39, 0.67], [-0.31, -0.72, -0.07], [-2.64, -1.33, -0.41], [0.06, 0.00, 0.06], [1.12, -0.32, 5.38], [-0.09, 0.05, -0.05], [0.07, -0.03, 0.13], [0.09, -0.08, 0.14], [4.37, 2.69, 2.17], [0.01, -0.05, 0.03], [-0.43, 0.38, -0.46], [-0.14, -0.19, 0.18], [0.01, 0.33, -0.01], [-0.02, 0.08, -0.14], [-0.09, 0.03, -0.12], [-0.04, 0.01, 0.13], [0.25, -0.18, 0.09], [-0.07, -0.24, 0.01], [-0.32, 0.07, -0.32], [-0.04, -0.24, -0.64], [-0.03, -0.08, 0.08], [0.41, -0.49, -0.09], [0.00, -0.05, -0.05], [0.98, -0.87, 1.22], [0.03, -0.04, -0.13], [0.01, 3.54, -0.92], [-0.14, -0.20, 0.19], [-0.88, -0.32, -0.68], [0.02, -0.03, -0.04], [-0.10, 0.11, 0.13], [-0.01, -0.23, 0.00], [-0.49, -0.06, 0.50], [0.04, -0.21, 0.21], [-1.42, 1.71, -2.03], [0.73, 0.46, -0.65], [0.03, -0.04, -0.13], [0.39, 0.00, 0.50], [0.16, -0.50, -0.01], [0.28, -0.11, -0.10], [-0.11, 0.08, 0.15], [0.11, -0.05, 0.14], [-0.05, 0.03, 0.13], [-0.11, -0.14, 0.42], [0.19, 0.04, 0.18], [0.40, 0.28, -0.49], [3.34, 0.09, -1.51], [0.18, 0.02, 0.43], [0.01, 0.03, -0.14], [-0.06, 0.01, -0.03], [0.00, -0.06, 0.04], [-0.30, -0.15, -0.48], [-0.05, 0.06, -0.12], [0.01, 0.01, -0.12], [0.01, 0.60, -0.35], [0.05, 0.05, 0.02], [0.00, 0.09, -0.07], [0.61, 1.21, 3.02], [-0.11, 0.06, 0.30], [-0.62, -0.21, 0.04], [-0.15, -0.99, 0.07], [0.01, 0.00, -0.12], [-0.20, -0.05, 0.06], [-0.53, 0.52, -0.31], [-0.04, 0.04, 0.10], [0.02, 0.12, -0.03], [0.38, -0.05, -0.20], [0.10, -0.20, -0.01], [-0.36, 0.19, -2.84], [-0.06, -0.43, -0.67], [-0.04, -0.01, 0.05], [0.08, 0.08, 0.22], [-0.64, -0.06, 0.21], [-4.37, -3.10, -3.21], [-1.25, 0.89, -1.15], [1.20, -3.34, 1.07], [0.11, -0.29, 0.13], [0.08, 0.15, 0.10], [-0.44, 0.43, -0.26], [0.09, 0.12, 0.12]], "total_charge": 0, "homo_lumo_gap_ev": 9.00, "homo_ev": -8.83}

---

Number 1: E -8370.76561 Ha. Number 2: E -2958.36523 Ha.